Record 1
Formula: C3H10O3
Source: the Open Molecules 2025 dataset
Level of theory: the ωB97M-V functional and the def2-TZVPD basis

As for the multiplicity: 1. As for the electronic energy: -9413.8086 eV. The SMILES is CCC=O.O.O. For the LUMO energy, the calculation gives 0.35 eV. As for the HOMO-LUMO gap: 10.80 eV. The total charge is 0.

Atoms and positions in Å:
C (1.437, -1.568, -0.128)
C (0.192, -0.856, -0.583)
C (0.565, 0.654, -0.586)
O (-0.033, 1.594, -1.170)
H (2.290, -0.874, 0.282)
H (2.084, -1.866, -0.877)
H (1.229, -2.459, 0.512)
H (-0.155, -1.143, -1.586)
H (-0.689, -1.059, 0.038)
H (1.267, 0.875, 0.094)
O (-0.503, 1.726, 1.981)
H (0.384, 1.692, 1.649)
H (-0.747, 2.652, 1.794)
O (-2.660, 0.360, -0.281)
H (-2.732, -0.520, -0.631)
H (-1.929, 0.794, -0.509)

Results of the Löwdin charge analysis, in e, for atoms 1 through 2:
1. C -0.120
2. C -0.192


Record 2
Formula: C5H11O2
Source: the Open Molecules 2025 dataset
Level of theory: the ωB97M-V functional and the def2-TZVPD basis

As for the multiplicity: 1. As for the electronic energy: -9459.2228 eV. For the LUMO energy, the calculation gives 3.79 eV. As for the HOMO-LUMO gap: 7.60 eV. The total charge is -1.

Atoms and positions in Å:
C (-0.519, 2.323, 1.258)
C (-1.722, 1.369, 1.288)
H (-0.693, 3.092, 0.497)
H (-0.450, 2.888, 2.182)
H (0.363, 1.798, 0.908)
H (-1.334, 0.379, 1.060)
H (-2.678, 1.565, 0.790)
H (-2.188, 1.264, 2.283)
C (0.998, -1.897, -1.484)
C (0.102, -1.793, -0.262)
C (1.930, -0.649, -1.632)
O (1.382, 0.470, -1.621)
O (3.150, -0.944, -1.728)
H (1.642, -2.760, -1.608)
H (0.311, -1.809, -2.343)
H (-0.909, -1.394, -0.320)
H (0.639, -1.154, 0.457)
H (-0.023, -2.746, 0.273)

Results of the Löwdin charge analysis, in e, for atoms 1 through 2:
1. C -0.151
2. C -0.173


Record 3
Formula: C46H66N11O2
Source: the Open Molecules 2025 dataset
Level of theory: the ωB97M-V functional and the def2-TZVPD basis

As for the multiplicity: 1. As for the electronic energy: -69232.9525 eV. For the LUMO energy, the calculation gives -1.49 eV. As for the HOMO-LUMO gap: 8.65 eV. The total charge is +1.

Atoms and positions in Å:
C (1.018, -2.792, -1.764)
O (-0.098, -1.992, -1.285)
C (0.137, -0.710, -0.897)
C (-1.154, -0.153, -0.200)
N (-1.084, 1.259, 0.373)
H (-0.450, 1.878, -0.128)
H (-2.172, 1.518, 0.254)
C (-0.553, 1.359, 1.764)
C (-1.629, 1.419, 2.750)
O (-0.993, 1.132, 3.922)
C (-1.999, 1.223, 4.990)
H (1.851, -2.816, -1.318)
H (1.123, -2.425, -2.778)
H (0.561, -3.835, -2.067)
H (0.443, -0.106, -1.829)
H (0.753, -0.629, -0.078)
H (-1.508, -0.965, 0.535)
H (-1.791, -0.086, -1.085)
H (0.003, 2.196, 1.730)
H (0.321, 0.571, 2.081)
H (-2.410, 0.720, 2.403)
H (-2.348, 2.459, 2.919)
H (-2.433, 2.250, 5.043)
H (-1.325, 1.185, 5.881)
H (-2.633, 0.532, 5.060)
N (3.468, -1.665, 1.457)
C (2.610, -0.811, 2.326)
C (2.809, 0.422, 1.768)
C (3.710, 0.203, 0.557)
C (3.890, -1.092, 0.250)
H (3.548, -2.645, 1.782)
H (2.139, -1.079, 3.221)
H (2.482, 1.281, 2.251)
H (3.928, 0.937, 0.041)
H (4.481, -1.621, -0.583)
N (-1.612, -3.697, 1.908)
C (-0.573, -2.786, 2.357)
C (-1.243, -1.887, 3.108)
C (-2.710, -2.354, 3.119)
C (-2.841, -3.407, 2.389)
H (-1.352, -4.538, 1.347)
H (0.553, -3.112, 2.165)
H (-0.785, -1.045, 3.627)
H (-3.414, -1.789, 3.773)
H (-3.786, -3.945, 2.103)
N (3.192, -0.883, -5.557)
C (3.147, 0.319, -6.186)
C (3.525, 1.223, -5.289)
C (3.807, 0.407, -3.948)
C (3.574, -0.904, -4.201)
H (2.949, -1.795, -6.041)
H (2.967, 0.725, -7.178)
H (3.474, 2.289, -5.386)
H (4.117, 0.798, -3.047)
H (3.650, -1.742, -3.701)
N (3.232, -3.434, -7.575)
C (2.014, -3.439, -8.216)
C (1.094, -3.565, -7.169)
C (1.926, -3.900, -5.908)
C (3.247, -3.687, -6.254)
H (3.912, -3.220, -8.113)
H (1.722, -3.184, -9.204)
H (0.065, -3.713, -7.558)
H (1.473, -4.196, -4.872)
H (4.267, -3.797, -5.688)
N (0.182, 0.580, -4.840)
C (-0.775, -0.098, -4.158)
C (-1.953, 0.623, -4.095)
C (-1.631, 1.859, -4.856)
C (-0.361, 1.837, -5.292)
H (1.034, 0.119, -5.120)
H (-0.795, -1.162, -3.608)
H (-3.039, 0.332, -3.781)
H (-2.342, 2.721, -4.953)
H (0.455, 2.563, -5.747)
N (2.313, 5.243, 2.962)
C (1.126, 5.816, 2.913)
C (0.211, 4.928, 3.269)
C (0.968, 3.704, 3.715)
C (2.302, 3.949, 3.485)
H (3.240, 5.730, 2.650)
H (0.919, 6.856, 2.517)
H (-0.915, 4.939, 3.250)
H (0.517, 2.770, 4.161)
H (3.194, 3.345, 3.393)
N (-4.139, 1.035, -0.862)
C (-4.377, 0.930, 0.449)
C (-4.373, 2.141, 1.005)
C (-3.983, 3.077, -0.164)
C (-3.865, 2.341, -1.337)
H (-4.497, 0.454, -1.486)
H (-4.694, 0.026, 0.921)
H (-4.456, 2.254, 2.065)
H (-4.025, 4.184, 0.004)
H (-3.822, 2.658, -2.376)
N (-1.201, 1.780, 8.695)
C (-1.423, 3.003, 8.025)
C (-0.239, 3.364, 7.377)
C (0.722, 2.138, 7.669)
C (0.055, 1.228, 8.443)
H (-1.854, 1.270, 9.541)
H (-2.319, 3.381, 7.935)
H (-0.218, 4.192, 6.713)
H (1.543, 2.046, 7.222)
H (0.369, 0.323, 8.896)
N (-2.600, -6.961, 1.164)
C (-1.290, -6.923, 1.625)
C (-0.549, -6.347, 0.663)
C (-1.501, -5.872, -0.431)
C (-2.724, -6.192, 0.079)
H (-3.741, -7.232, 1.671)
H (-1.072, -7.516, 2.538)
H (0.581, -5.913, 0.638)
H (-1.195, -5.184, -1.238)
H (-3.859, -6.277, -0.384)
N (0.304, 2.843, -2.453)
C (-0.392, 3.824, -1.896)
C (0.167, 4.081, -0.685)
C (1.419, 3.244, -0.662)
C (1.400, 2.549, -1.762)
H (-0.183, 2.474, -3.434)
H (-1.341, 4.278, -2.350)
H (0.020, 4.720, 0.061)
H (2.080, 3.144, 0.207)
H (2.320, 1.857, -2.138)

Results of the Löwdin charge analysis, in e, for atoms 1 through 2:
1. C -0.023
2. O -0.192


Record 4
Formula: C4H14N2S
Source: the Open Molecules 2025 dataset
Level of theory: the ωB97M-V functional and the def2-TZVPD basis

As for the expectation value of S²: 0.77. As for the multiplicity: 2. As for the electronic energy: -18179.0429 eV. For the LUMO energy (alpha / beta), the calculation gives -5.08 / -8.78 eV. As for the HOMO-LUMO gap (alpha / beta): 9.26 / 4.06 eV. The total charge is +1.

Atoms and positions in Å:
C (-1.503, 0.533, -1.078)
N (-2.111, 0.895, -2.358)
C (-1.629, 1.696, -0.121)
N (-1.382, 1.289, 1.271)
H (-0.475, 0.180, -1.329)
H (-2.126, -0.321, -0.777)
H (-1.693, 1.689, -2.836)
H (-2.063, 0.112, -3.002)
H (-2.659, 2.054, -0.154)
H (-0.945, 2.516, -0.398)
H (-0.389, 1.056, 1.370)
H (-1.556, 2.077, 1.889)
H (-0.004, -0.530, 0.426)
C (2.445, -2.317, 0.451)
C (2.222, -1.148, 1.381)
S (1.673, 0.364, 0.507)
H (3.268, -2.151, -0.243)
H (1.571, -2.525, -0.175)
H (2.658, -3.226, 1.011)
H (3.126, -0.870, 1.931)
H (1.574, -1.373, 2.232)

Results of the Löwdin charge analysis, in e, for atoms 1 through 2:
1. C -0.298
2. N 0.115


It is found that the relative energy (zero: lowest compared OMol25 entry of this formula, charge and spin) values, taken in the order of the records, are 39.8 18.6 64.8 77.6 kcal per mole.